{
  "formula": "ClH2O",
  "method": "the ωB97M-V functional and the def2-TZVPD basis",
  "gap_ev": 9.0,
  "homo_ev": -4.12,
  "total_charge": -1,
  "elements": ["O", "H", "H", "Cl"],
  "positions_angstrom": [[-0.366819, -0.790280, 0.140935], [-0.958000, -0.692390, -0.639565], [0.150850, 0.046160, 0.166445], [1.173970, 1.436509, 0.332185]],
  "forces_ev_per_angstrom": [[-1.86, -1.57, -1.05], [0.71, -0.06, 0.90], [0.22, 0.22, 0.08], [0.93, 1.41, 0.08]],
  "mulliken_charge": [-0.68, 0.28, 0.29, -0.88]
}

{
  "formula": "ClH2O2PS",
  "method": "the ωB97M-V functional and the def2-TZVPD basis",
  "gap_ev": 10.2,
  "smiles": "OP(O)(=S)Cl",
  "homo_ev": -10.01,
  "elements": ["O", "P", "O", "S", "Cl", "H", "H"],
  "positions_angstrom": [[0.824963, 1.046102, -0.794246], [0.498040, -0.260550, 0.105575], [-1.088996, -0.493176, -0.678571], [1.841163, -1.576698, 0.369216], [-0.163685, 0.517053, 1.870022], [-0.104082, 1.348116, -0.886260], [-1.807403, -0.580847, 0.014264]],
  "forces_ev_per_angstrom": [[-0.68, -1.04, 0.89], [-2.11, 0.29, -1.26], [1.61, -0.12, 2.48], [-0.62, 0.31, -0.48], [-0.05, 0.02, -0.02], [0.55, 0.57, -0.59], [1.29, -0.03, -1.02]],
  "mulliken_charge": [-0.42, 0.77, -0.55, -0.31, -0.20, 0.37, 0.34]
}

{
  "formula": "ClH2O2PS2",
  "method": "the ωB97M-V functional and the def2-TZVPD basis",
  "gap_ev": 8.5,
  "smiles": "OP(O)(=S)SCl",
  "homo_ev": -9.35,
  "elements": ["O", "P", "O", "S", "S", "Cl", "H", "H"],
  "positions_angstrom": [[0.275778, 0.189974, 1.493737], [1.128791, 0.395673, 0.171989], [0.027540, 0.206778, -1.070510], [1.895185, 2.164836, 0.013114], [2.277521, -1.387208, 0.081672], [3.960576, -0.276554, -0.166924], [0.580838, -0.556749, 2.042092], [-0.431759, 0.983216, -1.312222]],
  "forces_ev_per_angstrom": [[-0.09, -0.80, 0.56], [-1.85, 1.83, -2.08], [1.94, -2.40, 1.91], [-0.04, -0.77, 0.30], [0.22, 0.89, -0.23], [0.55, -0.80, -0.04], [-0.20, 0.42, -0.22], [-0.54, 1.64, -0.21]],
  "mulliken_charge": [-0.43, 0.80, -0.49, -0.35, -0.09, -0.08, 0.32, 0.32]
}

{
  "formula": "ClH2PS",
  "method": "the ωB97M-V functional and the def2-TZVPD basis",
  "gap_ev": [9.0, 5.9],
  "homo_ev": [-10.14, -8.42],
  "elements": ["P", "S", "Cl", "H", "H"],
  "positions_angstrom": [[-1.394189, -0.805949, -1.159500], [2.210397, 0.398705, 0.122814], [-2.131787, 0.652157, -0.141989], [-1.081710, -1.491682, -0.036799], [2.397289, 1.246769, 1.215474]],
  "forces_ev_per_angstrom": [[0.78, -1.21, -2.37], [0.13, 0.70, 0.91], [-1.23, 2.39, 1.31], [0.52, -1.13, 1.10], [-0.21, -0.74, -0.96]],
  "mulliken_charge": [0.07, -0.17, -0.12, 0.06, 0.16]
}

{
  "formula": "ClH3N2",
  "method": "the ωB97M-V functional and the def2-TZVPD basis",
  "gap_ev": [9.6, 8.7],
  "homo_ev": [-10.07, -9.72],
  "elements": ["N", "N", "Cl", "H", "H", "H"],
  "positions_angstrom": [[-1.441929, 0.708665, -0.214322], [2.004315, -0.442207, -0.276837], [0.794287, 0.669268, 0.193851], [-1.513800, -0.211510, -0.818956], [-1.678378, 0.483050, 0.768703], [1.835507, -1.207265, 0.347561]],
  "forces_ev_per_angstrom": [[-0.71, -1.61, -1.22], [-0.96, 1.68, -0.31], [1.69, -0.89, -0.33], [0.07, 2.03, 1.78], [0.00, -0.41, -0.67], [-0.08, -0.79, 0.74]],
  "mulliken_charge": [-0.57, -0.31, 0.09, 0.26, 0.27, 0.26]
}

{
  "formula": "ClH3N2OS",
  "method": "the ωB97M-V functional and the def2-TZVPD basis",
  "gap_ev": 10.0,
  "smiles": "N=S(=N)=O.Cl",
  "homo_ev": -10.63,
  "elements": ["N", "S", "N", "O", "H", "H", "Cl", "H"],
  "positions_angstrom": [[1.887872, 0.711791, 1.048045], [1.352068, -0.442394, 0.140237], [1.022776, -0.091853, -1.356158], [0.857307, -1.611694, 0.804144], [2.332471, 1.507158, 0.581897], [0.816626, -0.831350, -2.123164], [-3.639839, -0.100490, 0.549416], [-4.629279, 0.858833, 0.355580]],
  "forces_ev_per_angstrom": [[-0.65, -2.34, -1.05], [-0.79, 3.07, -1.79], [0.85, -1.42, 0.91], [0.54, 0.14, -0.07], [-0.37, -0.54, -0.44], [0.40, 1.10, 2.44], [-1.91, 1.86, -0.38], [1.92, -1.86, 0.37]],
  "mulliken_charge": [-0.46, 0.81, -0.48, -0.44, 0.28, 0.28, -0.26, 0.27]
}

Computed energy relative to the best compared isomer or geometry (same formula, charge and spin) (eV) in order:
0.275; 0.446; 0.449; 2.937; 3.027; 1.554